Molecular formula: C17H15ClF6N2O11S3
Method: DFT, ωB97M-V/def2-TZVPD

orbital gap = 7.8 eV
E_HOMO = -9.75 eV
multiplicity = 1
DFT total energy = -3847.8334 Ha

Last column: natural (NBO) charge in e.
Positions of all 55 atoms, in Å:
C: 1.253 -0.114 -1.555  -0.660
C: 2.174 -1.267 -1.998  0.102
O: 3.532 -0.926 -1.686  -0.717
C: 1.859 -2.638 -1.276  -0.466
C: 0.631 -2.543 -0.350  -0.029
C: -0.742 -2.582 -0.852  -0.266
S: -1.112 -2.696 -2.616  2.398
O: -1.611 -4.006 -2.825  -0.873
O: -1.963 -1.640 -3.024  -0.881
F: 0.208 -2.572 -3.479  -0.465
C: -1.796 -2.529 0.045  -0.232
S: -3.564 -2.570 -0.325  2.078
O: -3.915 -2.973 -1.648  -0.864
O: -4.138 -3.491 0.615  -0.893
C: -4.298 -0.911 0.136  0.398
F: -3.635 -0.302 1.137  -0.296
F: -5.534 -1.164 0.588  -0.279
C: -4.409 0.103 -1.043  0.918
F: -5.342 -0.242 -1.926  -0.286
F: -3.239 0.374 -1.612  -0.290
F: -4.844 1.271 -0.495  -0.319
C: -1.466 -2.434 1.436  0.076
N: -2.340 -2.406 2.461  -0.572
S: -1.538 -2.257 3.827  0.995
N: 0.015 -2.240 3.295  -0.569
C: -0.131 -2.350 1.986  0.077
C: 0.903 -2.415 0.985  0.016
Cl: 2.537 -2.310 1.597  0.077
H: 0.219 -0.270 -1.910  0.214
H: 1.274 0.056 -0.466  0.224
H: 1.576 0.838 -2.015  0.228
H: 2.105 -1.384 -3.091  0.185
H: 3.484 -0.134 -1.135  0.475
H: 1.603 -3.425 -2.006  0.226
H: 2.752 -2.990 -0.753  0.267
C: -0.794 4.674 -2.835  -0.101
C: 0.673 4.746 -3.180  -0.101
O: 1.299 4.317 -1.970  -0.486
C: 0.400 3.563 -1.288  0.966
O: 0.657 2.918 -0.324  -0.576
O: -0.832 3.639 -1.853  -0.485
H: -1.416 4.420 -3.691  0.207
H: -1.166 5.599 -2.388  0.186
H: 0.949 4.060 -3.983  0.187
H: 0.994 5.751 -3.448  0.205
C: 2.910 1.296 5.475  -0.100
C: 2.152 2.002 4.378  -0.099
O: 2.960 1.751 3.229  -0.483
C: 3.682 0.627 3.473  0.968
O: 4.326 0.054 2.656  -0.574
O: 3.568 0.244 4.771  -0.486
H: 2.257 0.896 6.248  0.203
H: 3.663 1.934 5.942  0.185
H: 1.160 1.577 4.212  0.185
H: 2.053 3.071 4.555  0.204


Molecular formula: C5H10
Method: DFT, ωB97M-V/def2-TZVPD

orbital gap = 11.0 eV
E_HOMO = -9.88 eV
energy relative to the best compared isomer or geometry (same formula, charge and spin) = 22.4 kcal per mole
multiplicity = 1
structure (SMILES) = CC1(C)CC1
DFT total energy = -196.4727 Ha

Last column: natural (NBO) charge in e.
Positions of all 15 atoms, in Å:
C: -0.912 -0.581 1.047  -0.593
C: 0.046 -0.058 0.033  -0.071
C: 1.357 -0.798 0.029  -0.589
C: 0.022 1.435 -0.226  -0.423
C: -0.559 0.456 -1.247  -0.414
H: -0.624 -0.274 2.078  0.209
H: -0.915 -1.741 1.009  0.208
H: -1.952 -0.189 0.893  0.209
H: 1.137 -1.845 -0.151  0.203
H: 1.901 -0.709 0.957  0.209
H: 1.978 -0.487 -0.788  0.208
H: 0.893 2.013 -0.489  0.217
H: -0.736 1.968 0.346  0.206
H: -0.015 0.379 -2.206  0.214
H: -1.621 0.431 -1.283  0.209


Molecular formula: C6H11NO
Method: DFT, ωB97M-V/def2-TZVPD

orbital gap = 9.3 eV
E_HOMO = -8.68 eV
energy relative to the best compared isomer or geometry (same formula, charge and spin) = 77.4 kcal per mole
multiplicity = 1
DFT total energy = -365.1080 Ha

Last column: natural (NBO) charge in e.
Positions of all 19 atoms, in Å:
C: -0.568 1.112 -0.023  0.199
C: 0.738 0.603 -0.568  -0.519
C: -0.491 1.797 1.312  -0.651
C: 0.669 -0.726 0.272  0.422
N: -1.450 1.654 -0.933  -0.797
C: 0.437 -1.946 -0.574  -0.281
C: 0.930 -3.130 -0.234  -0.330
O: 1.316 -0.779 1.339  -0.632
H: -0.770 -0.267 0.430  0.080
H: -2.324 2.002 -0.565  0.383
H: -1.521 1.205 -1.834  0.385
H: 0.702 0.437 -1.644  0.209
H: 1.590 1.206 -0.260  0.230
H: -0.148 -1.813 -1.479  0.197
H: -1.484 1.966 1.731  0.209
H: 0.100 1.172 1.986  0.261
H: 0.015 2.757 1.191  0.219
H: 1.511 -3.231 0.672  0.218
H: 0.748 -4.019 -0.820  0.198


Molecular formula: BrO3S
Method: DFT, ωB97M-V/def2-TZVPD

orbital gap = 8.0 eV
E_HOMO = -4.39 eV
total charge = -1
energy relative to the best compared isomer or geometry (same formula, charge and spin) = 56.1 kcal per mole
multiplicity = 1
DFT total energy = -3197.9400 Ha

Last column: natural (NBO) charge in e.
Positions of all 5 atoms, in Å:
O: -1.278 0.332 0.614  -1.019
O: 0.867 1.329 0.977  -0.996
O: 0.697 -0.596 -0.604  -0.933
S: -0.120 0.965 0.020  1.708
Br: -0.166 -2.030 -1.007  0.240


Molecular formula: C6H8O2
Method: DFT, ωB97M-V/def2-TZVPD

orbital gap = 10.4 eV
E_HOMO = -9.48 eV
energy relative to the best compared isomer or geometry (same formula, charge and spin) = 170.2 kcal per mole
multiplicity = 1
structure (SMILES) = C=C([C@@H]1CO1)[C@H]1CO1
DFT total energy = -383.6389 Ha

Last column: natural (NBO) charge in e.
Positions of all 16 atoms, in Å:
C: -0.454 -0.305 -1.461  -0.373
C: 0.067 -0.275 -0.270  -0.118
C: 1.165 0.775 0.112  0.031
C: 2.470 0.782 -0.572  -0.112
C: -0.877 -1.142 0.598  0.106
C: -2.498 -0.875 0.863  -0.149
H: 0.031 0.243 -2.356  0.207
H: -1.547 -0.397 -1.917  0.228
H: 1.130 1.323 1.082  0.224
H: 2.576 -0.187 -1.114  0.195
H: 3.368 1.296 0.040  0.195
H: -0.601 -2.409 0.371  0.189
H: -3.124 -0.030 0.634  0.205
H: -3.046 -1.689 1.460  0.208
O: 1.418 1.566 -1.114  -0.487
O: -1.172 -0.554 1.886  -0.549


Molecular formula: C2H2NP
Method: DFT, ωB97M-V/def2-TZVPD

orbital gap = 9.9 eV
E_HOMO = -11.19 eV
energy relative to the best compared isomer or geometry (same formula, charge and spin) = 63.0 kcal per mole
multiplicity = 1
DFT total energy = -473.3409 Ha

Last column: natural (NBO) charge in e.
Positions of all 6 atoms, in Å:
C: 1.751 -0.257 0.012  0.230
C: -0.378 -0.161 -0.135  -0.582
N: 2.879 -0.367 -0.124  -0.422
P: -1.129 1.278 -0.103  0.561
H: -0.810 -1.206 0.114  0.246
H: -2.312 0.713 0.235  -0.034


Molecular formula: C7H9NS
Method: DFT, ωB97M-V/def2-TZVPD

orbital gap = 8.0 eV
E_HOMO = -8.34 eV
energy relative to the best compared isomer or geometry (same formula, charge and spin) = 24.8 kcal per mole
multiplicity = 1
structure (SMILES) = CCC(=S)c1ccc[nH]1
DFT total energy = -725.0040 Ha

Last column: natural (NBO) charge in e.
Positions of all 18 atoms, in Å:
C: 1.058 -2.214 -1.376  -0.303
C: 0.967 -1.228 -0.401  -0.301
C: -0.200 -2.589 -1.819  -0.050
C: -0.371 -0.923 -0.341  0.067
C: -1.383 -0.023 0.701  -0.044
C: 0.197 2.036 0.622  -0.605
C: -0.680 1.074 1.422  -0.512
N: -1.060 -1.832 -1.120  -0.522
S: -2.960 -0.265 0.647  0.045
H: 1.958 -2.822 -1.650  0.221
H: 1.703 -0.666 0.087  0.223
H: -0.440 -3.533 -2.439  0.227
H: 1.040 2.470 1.306  0.219
H: 0.765 1.415 -0.153  0.224
H: -0.483 2.842 0.192  0.222
H: -0.137 0.740 2.248  0.235
H: -1.480 1.600 1.796  0.221
H: -2.077 -1.789 -0.962  0.434


Molecular formula: C25H28N4O5S
Method: DFT, ωB97M-V/def2-TZVPD

orbital gap = 8.3 eV
E_HOMO = -7.66 eV
energy relative to the best compared isomer or geometry (same formula, charge and spin) = 36.3 kcal per mole
multiplicity = 1
structure (SMILES) = COc1ccc(NC(=O)CN(C)CC(=O)Nc2cccc(S(=O)(=O)N(C)c3ccccc3)c2)cc1
DFT total energy = -1962.8879 Ha

Last column: natural (NBO) charge in e.
Positions of all 63 atoms, in Å:
C: 3.097 3.747 1.506  -0.259
H: 3.987 4.281 1.179  0.199
O: 2.162 3.902 0.460  -0.497
C: 0.955 3.293 0.573  0.303
C: 0.552 2.505 1.647  -0.307
C: -0.705 1.931 1.648  -0.161
C: -1.583 2.133 0.590  0.082
C: -1.191 2.935 -0.477  -0.216
C: 0.064 3.504 -0.482  -0.247
H: 0.383 4.122 -1.305  0.225
H: -1.865 3.101 -1.300  0.248
N: -2.836 1.498 0.638  -0.601
C: -3.659 1.210 -0.392  0.672
O: -3.530 1.585 -1.542  -0.639
C: -4.816 0.310 0.036  -0.316
N: -4.326 -0.852 0.757  -0.429
C: -5.411 -1.604 1.357  -0.403
H: -6.096 -2.035 0.613  0.168
H: -4.995 -2.407 1.963  0.207
H: -5.980 -0.942 2.009  0.204
C: -3.469 -1.684 -0.080  -0.318
C: -2.023 -1.176 -0.038  0.689
O: -1.352 -1.288 0.961  -0.605
N: -1.587 -0.637 -1.212  -0.611
C: -0.356 -0.035 -1.476  0.132
C: 0.708 -0.066 -0.579  -0.141
C: 1.909 0.500 -0.952  -0.341
C: 2.091 1.118 -2.171  -0.197
C: 1.018 1.179 -3.048  -0.202
C: -0.188 0.597 -2.710  -0.205
H: -1.021 0.644 -3.396  0.218
H: 1.126 1.673 -4.001  0.222
H: 3.052 1.547 -2.403  0.245
S: 3.309 0.305 0.135  2.308
O: 2.894 0.374 1.511  -0.950
O: 4.378 1.175 -0.260  -0.943
N: 3.787 -1.264 -0.283  -0.702
C: 2.751 -2.213 -0.067  0.191
C: 2.052 -2.672 -1.178  -0.232
C: 0.992 -3.546 -1.017  -0.209
C: 0.622 -3.962 0.251  -0.202
C: 1.318 -3.507 1.357  -0.200
C: 2.383 -2.637 1.203  -0.233
H: 2.907 -2.255 2.066  0.229
H: 1.023 -3.821 2.347  0.217
H: -0.211 -4.636 0.378  0.213
H: 0.451 -3.898 -1.883  0.213
H: 2.347 -2.330 -2.158  0.227
C: 5.105 -1.609 0.210  -0.419
H: 5.121 -1.803 1.287  0.186
H: 5.751 -0.761 -0.008  0.236
H: 5.461 -2.491 -0.322  0.212
H: 0.601 -0.511 0.394  0.267
H: -2.274 -0.491 -1.941  0.417
H: -3.841 -1.751 -1.115  0.175
H: -3.447 -2.688 0.349  0.232
H: -5.471 0.881 0.701  0.222
H: -5.391 0.039 -0.866  0.192
H: -3.024 0.996 1.498  0.421
H: -1.000 1.300 2.473  0.210
H: 1.219 2.305 2.469  0.235
H: 3.347 2.696 1.667  0.201
H: 2.723 4.189 2.435  0.168